Density functional theory data (ωB97M-V/def2-TZVPD) for a 7-piece molecular cluster, C10H33BN7O14P overall in a non-equilibrium geometry.

ORCA input file:
```
! RIJCOSX wB97M-V def2-TZVPD def2/J DEFGRID3
* xyz 0 1
C -0.25047 -4.89184 3.51894
C -0.27704 -3.87382 2.39148
C 0.83083 -2.83647 2.51892
C -1.63376 -3.20381 2.12664
P -2.66603 -2.71799 3.66378
O -3.64510 -2.15248 5.01164
B -3.78846 -4.26493 3.44507
N -5.09352 -4.11763 2.80986
O -3.44289 -5.54915 3.81522
H -0.72583 -4.58096 4.42017
H -0.61754 -5.84194 3.21664
H 0.77860 -5.05651 3.76837
H -0.03466 -4.41901 1.50115
H 0.71762 -2.21439 3.37400
H 0.80876 -2.29028 1.60835
H 1.74850 -3.37217 2.52330
H -1.41089 -2.28335 1.61337
H -2.22285 -3.76984 1.42297
H -3.07629 -1.54576 2.99099
H -1.52173 -2.61061 4.47815
H -3.53145 -2.69843 5.75564
H -5.74369 -4.41793 3.50308
H -5.20966 -3.14097 2.64438
H -3.48673 -6.06813 3.04909
C 4.21887 0.53337 1.75494
N 3.22114 -0.50688 2.09814
O 2.10510 -0.14855 2.35028
O 3.60451 -1.64476 2.09830
H 3.74102 1.50110 1.79164
H 5.01850 0.46623 2.48596
H 4.57735 0.32018 0.76315
C 3.07065 1.48844 -2.99498
N 3.28970 1.18202 -1.55828
O 2.41055 0.64640 -0.94918
O 4.35794 1.49288 -1.09578
H 2.08858 1.15689 -3.27014
H 3.16868 2.56167 -3.13078
H 3.83119 0.95595 -3.55242
C -0.53790 3.16816 2.42566
N 0.35635 4.34127 2.28429
O 0.04469 5.19033 1.49706
O 1.33697 4.36587 2.96708
H -1.36973 3.28959 1.74937
H 0.03663 2.28757 2.17510
H -0.87506 3.13592 3.45610
C 0.13094 -0.31067 -6.41595
N 1.49363 0.27779 -6.40360
O 1.99563 0.49980 -5.33506
O 2.00292 0.49417 -7.45888
H -0.19458 -0.44632 -5.39358
H -0.51711 0.38071 -6.94207
H 0.19192 -1.26017 -6.93519
C -2.92680 3.65963 -1.08085
N -2.10844 2.45620 -1.36736
O -1.61507 1.89782 -0.43808
O -2.00849 2.14777 -2.51462
H -2.93252 3.82735 -0.01334
H -2.47074 4.49350 -1.60199
H -3.92782 3.46778 -1.45011
C 1.16110 4.49063 -5.65348
N 1.33435 4.19767 -4.21008
O 0.41592 3.68620 -3.64247
O 2.39248 4.50166 -3.73148
H 0.17281 4.16978 -5.95216
H 1.27976 5.55997 -5.78531
H 1.92862 3.94343 -6.19107
*
```

Results
SMILES string: CC(C)C[PH2](O)B(N)O.C[N+](=O)[O-].C[N+](=O)[O-].C[N+](=O)[O-].C[N+](=O)[O-].C[N+](=O)[O-].C[N+](=O)[O-]
Total energy: -59949.34752 eV